[1]
{
  "formula": "C18H24N2O3S",
  "method": "ωB97M-V/def2-TZVPD",
  "species": ["C", "C", "C", "H", "C", "N", "C", "O", "C", "H", "H", "S", "O", "C", "C", "C", "O", "C", "N", "C", "C", "C", "C", "C", "C", "H", "H", "C", "H", "H", "H", "H", "H", "C", "H", "H", "H", "H", "H", "H", "H", "H", "H", "H", "H", "H", "H", "H"],
  "xyz": [[-1.226, -4.018, 0.060], [0.299, -3.484, 0.018], [0.725, -2.798, -1.352], [-0.055, -2.106, -1.624], [2.026, -2.541, -1.456], [2.102, -1.361, -0.318], [2.938, -1.451, 0.825], [3.754, -2.232, 0.751], [2.937, -0.065, 1.447], [3.439, -0.392, 2.509], [1.928, 0.515, 1.661], [3.942, 1.430, 0.861], [5.371, 0.630, 0.466], [3.201, 1.746, -0.646], [1.783, 2.095, -0.632], [1.213, 3.350, -0.324], [-0.018, 3.116, -0.184], [-0.350, 1.906, -0.079], [0.862, 1.338, -0.377], [-1.680, 1.523, 0.206], [-2.775, 2.355, 0.039], [-4.120, 1.982, 0.532], [-4.238, 0.647, 0.647], [-3.213, -0.293, 0.725], [-1.876, 0.286, 0.060], [-0.954, -0.542, 0.266], [-3.306, -1.581, 0.721], [-5.571, 0.181, 0.848], [-5.877, -0.940, 0.445], [-5.673, -0.238, 2.014], [-6.353, 0.862, 0.559], [-4.862, 2.553, 0.277], [-2.528, 3.453, -0.014], [1.877, 4.597, -0.588], [1.890, 5.151, 0.409], [1.361, 5.548, -1.208], [2.943, 4.641, -1.108], [3.791, 2.447, -0.886], [3.231, 0.777, -1.233], [1.388, -0.367, -0.343], [2.775, -3.226, -0.835], [2.140, -1.950, -2.070], [0.392, -3.700, -2.066], [0.786, -4.416, 0.322], [0.113, -2.643, 0.720], [-1.195, -4.895, -0.757], [-1.491, -4.506, 0.994], [-1.842, -3.384, -0.282]],
  "atomic_forces_ev_per_a": [[6.380, -6.739, -1.186], [-3.629, 1.115, 0.191], [-9.192, -8.144, 0.359], [0.286, 1.038, 0.032], [4.175, -5.144, 15.656], [-2.298, 3.121, 0.786], [-5.762, 6.833, -6.904], [6.382, -6.190, 2.780], [-0.154, 1.355, 5.467], [-1.073, 1.711, -2.089], [1.650, -1.977, -0.312], [4.718, -6.130, 1.666], [-4.108, 3.242, 0.890], [-4.477, -6.678, -0.830], [3.015, 7.064, 1.802], [4.633, -0.844, -3.887], [-4.446, 7.221, 1.739], [5.612, -1.384, -1.700], [-8.099, -10.563, 1.605], [0.764, 4.721, -2.383], [-2.588, 3.569, 3.596], [9.286, -0.918, -2.895], [-0.336, -3.542, 1.434], [3.835, -1.011, -4.497], [-2.340, -13.166, 5.985], [-2.367, 2.438, -1.331], [-0.102, 4.356, 0.199], [-3.471, -5.898, 3.153], [1.094, 2.939, 0.095], [-0.112, 1.831, -2.524], [-0.316, 0.167, 0.272], [-4.244, 3.315, -0.677], [-0.509, -1.116, -0.395], [0.545, 6.382, -0.312], [0.804, -0.498, -1.032], [0.529, -3.044, 1.141], [-2.243, -0.909, 1.532], [4.199, 5.313, -3.254], [0.805, 1.155, 0.327], [2.057, -3.563, -0.218], [-1.184, 0.973, -2.698], [4.076, 9.056, -12.480], [0.877, 1.502, 0.644], [1.041, 0.993, 0.151], [1.597, -0.773, 0.399], [-0.517, 1.555, 1.667], [0.034, 0.367, 0.159], [-4.830, 4.897, -2.124]],
  "orbital_gap_ha": 0.2989,
  "homo_ev": -8.4
}

[2]
{
  "formula": "C18H24N2O4S",
  "method": "ωB97M-V/def2-TZVPD",
  "species": ["C", "C", "O", "C", "C", "C", "N", "C", "O", "C", "C", "C", "C", "C", "C", "N", "C", "O", "C", "C", "C", "O", "C", "C", "S", "H", "H", "H", "H", "H", "H", "H", "H", "H", "H", "H", "H", "H", "H", "H", "H", "H", "H", "H", "H", "H", "H", "H", "H"],
  "xyz": [[-0.667, -3.371, 0.444], [-0.837, -1.965, 1.019], [-1.317, -1.031, 0.077], [-2.715, -1.039, -0.128], [-3.055, 0.029, -1.167], [-2.746, -0.420, -2.603], [-1.421, -0.990, -2.717], [-0.329, -0.212, -2.499], [-0.366, 1.006, -2.537], [0.904, -0.990, -2.193], [1.241, -2.120, -2.926], [2.344, -2.881, -2.585], [3.106, -2.522, -1.485], [2.788, -1.399, -0.744], [1.693, -0.611, -1.093], [1.339, 0.532, -0.390], [1.621, 0.826, 0.910], [2.359, 0.154, 1.610], [0.956, 2.052, 1.404], [1.371, 2.680, 2.525], [2.494, 2.193, 3.388], [0.861, 3.829, 3.044], [-0.105, 4.548, 2.315], [-1.199, 3.643, 1.775], [-0.475, 2.591, 0.484], [-0.237, -4.021, 1.200], [0.004, -3.340, -0.412], [-1.623, -3.788, 0.133], [0.138, -1.583, 1.333], [-1.502, -1.992, 1.894], [-3.225, -0.814, 0.822], [-3.060, -2.028, -0.467], [-4.110, 0.289, -1.094], [-2.455, 0.911, -0.940], [-2.797, 0.448, -3.264], [-3.465, -1.171, -2.938], [-1.331, -1.959, -2.454], [0.640, -2.392, -3.783], [2.603, -3.752, -3.168], [3.962, -3.117, -1.204], [3.379, -1.125, 0.113], [0.663, 1.112, -0.883], [2.684, 2.939, 4.155], [3.391, 2.024, 2.797], [2.233, 1.244, 3.851], [-0.511, 5.278, 3.022], [0.373, 5.082, 1.483], [-1.996, 4.216, 1.308], [-1.601, 3.009, 2.566]],
  "atomic_forces_ev_per_a": [[-0.133, 0.441, 0.040], [0.135, -0.260, 0.121], [-0.056, 0.128, -0.110], [-0.196, 0.212, 0.049], [0.232, -0.359, -0.029], [-0.160, 0.397, 0.128], [-0.002, -0.184, -0.260], [-0.082, -0.595, -0.223], [-0.076, 0.315, 0.113], [0.242, 0.035, 0.178], [0.014, 0.103, 0.021], [0.037, -0.131, -0.019], [-0.109, -0.034, -0.139], [0.097, 0.079, 0.155], [0.122, -0.390, -0.206], [-0.268, 0.359, -0.180], [0.074, 0.085, 0.227], [0.144, -0.237, 0.011], [-0.591, 0.604, 0.116], [0.354, -0.225, 0.000], [-0.077, 0.082, 0.103], [0.201, -0.437, -0.032], [-0.476, 0.422, -0.252], [0.474, -0.304, -0.217], [-0.212, 0.303, 0.250], [0.050, -0.135, 0.072], [0.107, -0.024, -0.097], [-0.074, -0.099, -0.027], [-0.076, -0.040, 0.078], [0.072, 0.057, -0.026], [0.053, -0.085, -0.092], [-0.002, 0.009, 0.043], [-0.049, 0.045, 0.014], [-0.097, 0.040, 0.055], [-0.111, -0.146, -0.022], [0.048, 0.064, -0.033], [0.097, 0.114, 0.042], [-0.058, -0.014, -0.054], [0.019, -0.060, -0.054], [0.075, -0.032, 0.034], [0.006, 0.020, 0.010], [0.190, -0.075, 0.021], [0.031, 0.034, 0.024], [0.039, -0.031, 0.032], [0.062, -0.016, 0.023], [0.064, -0.082, -0.083], [-0.065, -0.068, 0.158], [-0.009, 0.020, 0.012], [-0.061, 0.096, 0.025]],
  "orbital_gap_ha": 0.3118,
  "homo_ev": -7.9,
  "smiles": "CCOCCCNC(=O)c1ccccc1NC(=O)C1=C(C)OCCS1"
}

[3]
{
  "formula": "C18H24N2PdS3Sb",
  "method": "ωB97M-V/def2-TZVPD",
  "species": ["Pd", "C", "C", "C", "C", "C", "C", "C", "N", "C", "C", "C", "C", "C", "C", "C", "N", "C", "C", "C", "C", "H", "H", "H", "H", "H", "H", "H", "H", "H", "H", "H", "H", "H", "H", "H", "H", "H", "H", "H", "H", "H", "H", "H", "H", "S", "Sb", "S", "S"],
  "xyz": [[-1.637, 2.699, 2.233], [-1.645, -3.856, -0.242], [-2.661, -2.848, -0.805], [-4.068, -3.421, -0.656], [-2.375, -2.597, -2.295], [-2.501, -1.537, -0.057], [-3.527, -0.941, 0.672], [-3.301, 0.252, 1.324], [-2.124, 0.880, 1.291], [-1.105, 0.330, 0.592], [-1.276, -0.861, -0.077], [0.165, 1.086, 0.605], [1.305, 0.674, -0.050], [2.482, 1.428, -0.004], [2.437, 2.608, 0.733], [1.271, 2.976, 1.371], [0.161, 2.239, 1.313], [3.723, 0.948, -0.735], [4.896, 1.911, -0.561], [4.116, -0.429, -0.174], [3.391, 0.825, -2.232], [-1.754, -4.805, -0.767], [-1.813, -4.038, 0.820], [-0.615, -3.524, -0.378], [-4.132, -4.358, -1.208], [-4.828, -2.752, -1.065], [-4.313, -3.641, 0.385], [-2.493, -3.530, -2.844], [-1.357, -2.243, -2.466], [-3.070, -1.869, -2.715], [-4.505, -1.392, 0.743], [-4.090, 0.726, 1.894], [-0.451, -1.284, -0.630], [1.293, -0.249, -0.610], [3.299, 3.251, 0.820], [1.220, 3.890, 1.948], [5.189, 2.014, 0.485], [4.677, 2.900, -0.967], [5.759, 1.523, -1.102], [4.340, -0.375, 0.892], [5.009, -0.783, -0.689], [3.335, -1.175, -0.327], [3.091, 1.786, -2.652], [2.597, 0.101, -2.420], [4.277, 0.485, -2.767], [-3.637, 3.158, 3.225], [-2.534, 5.234, 4.107], [-0.722, 3.624, 4.111], [-1.497, 4.959, 1.932]],
  "atomic_forces_ev_per_a": [[0.116, -0.450, -0.316], [0.001, -0.009, -0.009], [0.008, 0.009, 0.002], [-0.023, -0.005, 0.006], [0.003, -0.013, -0.006], [-0.002, 0.009, 0.007], [0.023, 0.009, -0.003], [-0.079, 0.023, 0.040], [-0.046, 0.153, 0.110], [0.010, -0.111, -0.071], [-0.004, 0.010, 0.006], [0.087, -0.040, -0.054], [-0.039, 0.042, 0.038], [0.032, 0.017, -0.001], [-0.008, -0.017, -0.005], [0.017, 0.054, 0.026], [-0.259, -0.062, 0.054], [0.004, 0.002, 0.001], [-0.001, 0.014, 0.008], [-0.004, -0.009, -0.016], [0.002, -0.018, -0.001], [-0.002, 0.002, -0.002], [0.002, 0.003, 0.004], [0.003, 0.002, 0.006], [0.003, 0.001, -0.001], [0.002, 0.002, -0.002], [0.003, 0.000, 0.001], [0.000, -0.001, 0.003], [0.000, 0.007, -0.002], [0.000, 0.005, 0.000], [-0.002, 0.001, 0.001], [0.003, -0.009, -0.006], [0.009, -0.001, -0.003], [-0.012, -0.013, -0.004], [-0.002, 0.006, 0.004], [0.010, -0.003, -0.005], [0.001, -0.004, 0.001], [-0.002, -0.001, -0.004], [-0.001, -0.002, -0.001], [0.001, 0.003, 0.003], [0.003, 0.001, 0.003], [-0.001, 0.000, 0.005], [0.000, 0.004, 0.000], [-0.003, 0.004, -0.001], [0.001, 0.004, -0.002], [0.290, 0.377, 0.128], [-0.416, -0.410, -0.104], [0.047, 0.359, -0.169], [0.223, 0.056, 0.328]],
  "orbital_gap_ha": [0.2322, 0.1977],
  "homo_ev": [-15.4, -15.4],
  "spin_multiplicity": 2,
  "total_charge": 2
}

[4]
{
  "formula": "C18H24N3O2S",
  "method": "ωB97M-V/def2-TZVPD",
  "species": ["C", "C", "N", "C", "S", "N", "C", "C", "C", "C", "C", "N", "C", "C", "C", "C", "C", "C", "O", "C", "C", "O", "C", "C", "H", "H", "H", "H", "H", "H", "H", "H", "H", "H", "H", "H", "H", "H", "H", "H", "H", "H", "H", "H", "H", "H", "H", "H"],
  "xyz": [[-1.540, -3.749, -0.564], [-0.826, -2.470, -0.952], [-0.154, -1.848, 0.237], [-1.091, -1.129, 1.141], [-1.614, -1.973, 2.439], [-1.396, 0.119, 0.791], [-2.490, 0.806, 1.459], [-3.636, 0.995, 0.498], [-4.192, 2.242, 0.241], [-5.236, 2.338, -0.664], [-5.670, 1.181, -1.297], [-5.143, -0.008, -1.062], [-4.166, -0.098, -0.183], [-0.713, 0.862, -0.267], [0.781, 0.868, -0.056], [1.346, 1.494, 1.041], [2.716, 1.445, 1.239], [3.566, 0.766, 0.371], [4.904, 0.678, 0.549], [5.512, 1.378, 1.615], [3.003, 0.124, -0.759], [3.643, -0.595, -1.703], [5.054, -0.582, -1.836], [1.620, 0.182, -0.939], [-2.288, -3.568, 0.203], [-2.045, -4.158, -1.434], [-0.838, -4.494, -0.199], [-1.534, -1.750, -1.365], [-0.056, -2.677, -1.698], [0.617, -1.199, -0.083], [0.243, -2.614, 0.798], [-2.807, 0.201, 2.311], [-2.137, 1.772, 1.830], [-3.822, 3.121, 0.750], [-5.698, 3.288, -0.877], [-6.471, 1.202, -2.022], [-3.789, -1.099, -0.006], [-1.096, 1.882, -0.230], [-0.961, 0.457, -1.253], [0.730, 2.030, 1.744], [3.127, 1.951, 2.096], [5.171, 1.006, 2.585], [5.328, 2.453, 1.543], [6.578, 1.186, 1.511], [5.434, 0.435, -1.945], [5.542, -1.068, -0.991], [5.253, -1.143, -2.748], [1.239, -0.239, -1.860]],
  "atomic_forces_ev_per_a": [[-0.079, 0.087, 0.019], [-0.445, -0.389, -0.472], [0.414, 0.356, -0.027], [-0.182, -0.117, 0.632], [0.051, -0.155, 0.053], [0.231, -0.567, -0.119], [-0.570, 0.112, 0.268], [-0.054, 0.161, -0.090], [-0.026, -0.209, -0.014], [0.036, -0.072, 0.013], [-0.086, 0.402, -0.002], [-0.165, -0.514, -0.232], [0.230, 0.173, 0.223], [0.382, 0.119, -0.324], [0.198, 0.056, -0.149], [-0.060, -0.093, -0.162], [0.118, -0.039, -0.039], [0.005, -0.057, -0.098], [-0.300, -0.201, -0.327], [0.162, 0.143, 0.253], [-0.091, -0.097, 0.059], [-0.398, 0.096, 0.247], [0.615, -0.098, -0.163], [0.271, 0.574, 0.036], [-0.028, -0.035, 0.019], [0.012, -0.011, -0.119], [0.064, -0.097, 0.056], [0.150, 0.099, 0.054], [0.045, 0.174, 0.120], [-0.325, -0.451, 0.301], [-0.043, 0.360, -0.015], [0.159, 0.158, -0.105], [0.034, -0.069, -0.014], [0.048, 0.093, 0.045], [-0.060, 0.085, -0.047], [-0.085, 0.106, -0.053], [0.124, -0.122, 0.095], [-0.055, -0.127, -0.049], [-0.036, 0.081, 0.053], [-0.099, 0.082, 0.126], [0.105, 0.031, 0.096], [-0.004, 0.017, -0.042], [-0.012, -0.035, -0.004], [-0.079, 0.049, 0.060], [-0.031, -0.058, 0.000], [-0.054, 0.047, -0.109], [0.004, 0.061, 0.068], [-0.087, -0.109, -0.119]],
  "orbital_gap_ha": 0.3051,
  "homo_ev": -11.4,
  "smiles": "CC[NH2+]C(=S)N(Cc1cccnc1)Cc1ccc(OC)c(OC)c1",
  "total_charge": 1
}

[5]
{
  "formula": "C18H24N4O2S",
  "method": "ωB97M-V/def2-TZVPD",
  "species": ["O", "C", "C", "C", "C", "N", "C", "C", "O", "C", "C", "C", "C", "C", "N", "C", "S", "N", "C", "C", "N", "C", "C", "C", "C", "H", "H", "H", "H", "H", "H", "H", "H", "H", "H", "H", "H", "H", "H", "H", "H", "H", "H", "H", "H", "H", "H", "H", "H"],
  "xyz": [[0.679, 1.447, -0.424], [0.241, 0.359, -0.734], [-0.890, -0.288, -0.060], [-1.541, 0.367, 0.976], [-2.620, -0.219, 1.640], [-3.288, 0.471, 2.629], [-4.553, 0.004, 3.155], [-5.356, 1.217, 3.645], [-4.652, 1.967, 4.603], [-3.430, 2.424, 4.070], [-2.563, 1.248, 3.616], [-3.022, -1.499, 1.215], [-2.389, -2.152, 0.181], [-1.312, -1.556, -0.470], [-0.639, -2.169, -1.500], [0.412, -1.618, -2.158], [1.146, -2.486, -3.352], [0.802, -0.360, -1.786], [1.922, 0.257, -2.475], [3.263, -0.154, -1.851], [4.299, 0.751, -2.310], [4.394, 1.959, -1.502], [5.365, 1.648, -0.338], [6.139, 0.408, -0.810], [5.642, 0.202, -2.255], [-1.187, 1.354, 1.226], [-5.125, -0.486, 2.369], [-4.405, -0.695, 3.993], [-6.279, 0.891, 4.127], [-5.601, 1.854, 2.780], [-2.937, 2.983, 4.866], [-3.620, 3.090, 3.215], [-1.626, 1.616, 3.205], [-2.341, 0.618, 4.493], [-3.834, -2.004, 1.713], [-2.717, -3.135, -0.121], [-0.912, -3.096, -1.801], [1.895, -0.032, -3.526], [1.797, 1.338, -2.390], [3.504, -1.169, -2.174], [3.156, -0.156, -0.754], [3.413, 2.273, -1.150], [4.807, 2.749, -2.134], [6.025, 2.492, -0.147], [4.813, 1.441, 0.579], [5.891, -0.462, -0.201], [7.217, 0.551, -0.774], [5.656, -0.840, -2.571], [6.260, 0.783, -2.946]],
  "atomic_forces_ev_per_a": [[-0.031, -0.011, 0.076], [-0.062, 0.169, 0.141], [-0.314, -0.427, 0.107], [-0.047, -0.163, 0.024], [0.322, -0.195, -0.465], [-0.364, 0.333, 0.255], [-0.155, 0.287, 0.083], [-0.120, -0.340, -0.173], [-0.022, -0.011, 0.151], [0.386, -0.066, -0.050], [-0.134, 0.261, 0.157], [0.078, 0.116, 0.102], [0.181, 0.058, -0.167], [-0.123, 0.605, 0.486], [0.097, 0.035, -0.092], [-0.231, -0.542, -0.139], [0.205, -0.346, -0.408], [-0.204, -0.110, 0.043], [0.586, 0.341, -0.155], [-0.203, 0.028, -0.037], [-0.170, -0.130, -0.215], [0.036, 0.266, 0.021], [-0.102, 0.021, 0.005], [-0.007, -0.078, -0.108], [0.214, -0.047, 0.001], [0.004, 0.096, 0.017], [-0.003, -0.018, 0.043], [-0.052, -0.047, -0.058], [0.022, -0.005, -0.084], [0.001, -0.082, 0.058], [0.020, -0.010, -0.083], [0.045, -0.039, 0.063], [-0.012, -0.001, 0.038], [0.073, 0.059, -0.031], [-0.079, -0.030, 0.057], [-0.054, -0.115, -0.019], [0.179, 0.190, -0.035], [-0.021, 0.053, 0.168], [-0.004, -0.171, -0.005], [-0.032, 0.056, 0.064], [-0.006, -0.045, 0.014], [-0.051, 0.047, -0.056], [-0.041, 0.066, 0.087], [-0.014, 0.038, 0.065], [0.039, 0.034, 0.042], [0.045, -0.008, 0.026], [0.054, -0.061, 0.047], [-0.002, 0.016, -0.072], [0.072, -0.080, 0.008]],
  "orbital_gap_ha": 0.2893,
  "homo_ev": -7.7,
  "smiles": "O=c1c2cc(N3CCOCC3)ccc2[nH]c(=S)n1CCN1CCCC1"
}

Number 1: DFT total energy -38996.2779 eV. Number 2: DFT total energy -41061.5006 eV. Number 3: DFT total energy -64544.8025 eV. Number 4: DFT total energy -38448.7375 eV. Number 5: DFT total energy -39946.8685 eV.